Computed, not measured: a cluster of 2 separate species, C4H13NO2 in total in a non-equilibrium geometry, with the ωB97M-V functional and the def2-TZVPD basis.

XYZ file:
```
20
Properties=species:S:1:pos:R:3:forces:R:3
C 1.14663 0.44691 0.34650 -0.31 0.58 -0.51
C -0.01280 -0.12108 1.17545 0.16 -0.24 -0.23
C 0.38555 -0.73822 2.49844 0.99 0.71 0.12
O -1.01360 0.85634 1.44265 -0.24 0.21 -0.01
C 0.70776 1.61056 -0.59554 0.85 -1.18 1.57
N -0.27988 1.12361 -1.53768 -0.46 0.87 0.29
H 1.52385 -0.30719 -0.34292 0.24 -0.41 0.32
H 1.95596 0.77363 1.00432 0.10 0.10 -0.08
H -0.46527 -0.89826 0.55965 -0.45 0.18 0.03
H 0.93781 0.01340 3.08772 -0.39 0.10 0.04
H -0.52796 -1.00421 3.01663 0.10 -0.44 0.25
H 1.13373 -1.52855 2.43042 -0.45 -0.42 -0.22
H -0.80334 1.32386 2.26289 0.09 -0.21 -0.20
H 1.64774 2.00448 -1.00241 -0.28 0.24 -0.32
H 0.26038 2.34140 0.07171 -0.15 0.33 -0.37
H 0.12271 0.66755 -2.33003 0.43 -0.21 -0.42
H -0.78481 1.93574 -1.86803 -0.23 -0.21 -0.28
H -1.58483 -3.14888 -2.59723 0.71 0.05 -0.01
H -0.98982 -1.87572 -3.13575 0.45 -0.58 0.30
O -0.71363 -2.74795 -2.78580 -1.16 0.55 -0.24
```
Positions in Å, forces in eV/Å.

As for the structure (SMILES): C[C@@H](O)CCN.O. For the frontier orbital gap, the calculation gives 10.0826 eV. The total energy comes out at -365.41439 Ha. The calculation puts the molecular weight at 107.153 g mol⁻¹. The HOMO energy is -9.2 eV.

Computed, not measured: a structure of composition C5H16F15Na2O23S5 in a non-equilibrium geometry, with the ωB97M-V functional and the def2-TZVPD basis.

XYZ file:
```
66
Properties=species:S:1:pos:R:3:forces:R:3
Na -1.44907 6.18100 -8.37488 -0.84 0.54 -0.59
Na -4.17804 6.37200 -10.85326 0.46 0.68 0.15
C -3.98374 9.37844 -7.80903 0.19 3.50 -1.16
F -2.95336 9.72027 -6.96984 -1.17 -1.52 -0.49
F -4.69793 8.33873 -7.45245 0.89 -0.32 0.16
F -4.82487 10.45807 -7.79767 0.49 -1.05 0.01
S -3.26524 9.36103 -9.61043 -0.26 -2.24 -0.48
O -2.36350 10.48269 -9.73823 -0.27 -0.07 0.21
O -2.55424 8.03730 -9.65420 -0.45 0.82 0.52
O -4.40132 9.35924 -10.52351 1.26 -0.10 1.25
C -4.64285 13.50075 -10.74516 -2.35 -1.56 -0.54
F -4.57725 13.29970 -9.42410 0.01 0.42 -0.13
F -3.62932 14.20489 -11.14409 1.74 0.68 -0.36
F -4.55673 12.24214 -11.30459 0.08 1.07 0.25
S -6.25209 14.37326 -11.31512 -0.29 1.36 0.18
O -5.92837 15.82956 -11.11230 -0.22 -2.51 -0.73
O -6.47802 13.93202 -12.70540 0.77 0.74 1.41
O -7.22483 13.87112 -10.36381 0.21 0.03 -0.24
C -4.48988 3.05088 -8.39350 0.25 1.05 0.24
F -4.06785 3.31520 -9.65767 -0.57 -0.53 -0.17
F -5.62838 2.35617 -8.40143 0.38 0.30 -0.29
F -3.54140 2.26114 -7.86463 -0.14 0.28 0.25
S -4.68605 4.79721 -7.57321 -2.00 0.11 2.46
O -4.30951 4.62717 -6.14464 -0.13 0.02 -2.85
O -3.76563 5.62227 -8.37738 0.12 -0.61 0.17
O -6.11587 5.13337 -7.78939 2.72 -0.97 -0.15
C -3.01595 9.33146 -14.20824 -0.64 -0.19 -0.35
F -3.41010 10.10707 -13.19394 0.05 -0.85 -0.32
F -3.59491 9.78691 -15.33464 -0.72 -0.46 0.24
F -1.73739 9.52926 -14.42287 2.01 0.28 0.37
S -3.22707 7.44487 -13.99676 -1.12 -0.49 -1.52
O -2.67956 7.12745 -12.69034 0.61 0.14 1.11
O -4.65646 7.24428 -14.05389 -0.13 0.19 0.21
O -2.49885 6.81263 -15.08999 0.03 0.95 0.52
C -6.48061 8.98657 -3.96069 -1.05 2.11 1.63
F -7.25950 8.11136 -3.33723 -0.31 -0.85 -0.09
F -5.23127 8.75316 -3.50176 0.17 -0.46 -1.53
F -6.71029 8.86679 -5.28458 1.39 -0.03 1.05
S -6.96718 10.70275 -3.29292 -2.73 1.08 -0.13
O -6.70020 10.64133 -1.84358 0.27 -0.31 -1.41
O -6.19761 11.67892 -4.05687 0.06 -0.95 0.51
O -8.43519 10.74643 -3.59733 2.32 -0.39 0.40
O -0.05384 11.37932 -11.29103 0.24 -0.04 0.03
H 0.39023 11.22879 -12.12743 0.06 0.00 -0.18
H -0.82709 10.80947 -11.32080 -0.58 0.06 0.01
O 0.83352 8.98879 -9.91540 0.35 -0.84 0.08
H 0.58012 8.50062 -10.70066 -0.10 0.02 -0.18
H 0.48586 9.87372 -10.05935 0.05 0.43 0.12
O -7.73408 7.26873 -7.13566 -0.36 -0.02 -0.30
H -6.88441 6.83147 -7.04754 0.02 -0.22 -0.05
H -7.52348 8.20303 -7.17304 -0.10 0.18 0.06
O -1.75889 5.39632 -10.75250 0.14 -0.27 0.64
H -1.51622 6.07258 -11.39289 -0.24 0.53 -0.43
H -1.79443 4.58441 -11.26127 0.03 -0.18 -0.05
O -0.27473 10.79402 -7.91850 0.70 -0.03 0.22
H -0.88797 10.72283 -8.65680 -0.26 0.06 0.17
H -0.62757 10.19793 -7.25677 -0.18 0.05 0.07
O -3.31412 12.55769 -6.52047 0.24 0.02 0.22
H -4.15432 12.11840 -6.66284 -0.21 0.02 0.10
H -3.41669 13.41473 -6.93733 0.06 0.07 -0.23
O -1.35955 13.27548 -9.18108 0.21 0.37 0.17
H -1.71096 12.44571 -9.51363 -0.21 -0.05 0.04
H -1.35886 13.85624 -9.94354 -0.12 0.02 -0.17
O -6.88198 9.00373 -11.22373 -0.79 -0.29 -0.39
H -5.94430 9.19937 -11.19110 0.14 0.31 0.08
H -6.96002 8.13026 -10.83864 -0.15 -0.07 0.19
```
Positions in Å, forces in eV/Å.

For the frontier orbital gap, the calculation gives 5.6141 eV. The total energy comes out at -5744.48234 Ha. The calculation puts the molecular weight at 935.445 g mol⁻¹. The HOMO energy is -2.1 eV. The charge is -3.

Computed, not measured: a cluster of 2 separate species, C7H15ClNO7 in total in a non-equilibrium geometry, with the ωB97M-V functional and the def2-TZVPD basis.

XYZ file:
```
31
Properties=species:S:1:pos:R:3:forces:R:3
C -2.73504 1.82478 -1.54652 -0.57 -1.01 -1.39
O -1.71933 1.21345 -0.73176 -1.38 1.48 0.58
C -1.48114 1.92995 0.49786 1.12 -0.48 1.14
C -1.47767 0.91541 1.76087 0.72 1.21 0.18
C -0.10534 0.11818 1.91853 -0.29 -0.79 -0.06
C 0.26660 -0.78704 0.62949 -1.34 1.10 0.92
N 1.04402 -1.98599 1.08737 0.15 0.16 -2.74
C 0.11612 -3.18001 0.96383 0.30 -0.34 -0.68
C 2.16047 -2.31319 0.20219 3.02 -3.18 1.12
O 3.00553 -3.14071 0.63926 -2.70 2.43 -1.46
O 2.34412 -1.81884 -1.10352 -1.53 0.03 1.66
H -2.29318 2.36685 -2.46145 -0.48 -0.48 1.57
H -3.35362 0.95924 -1.99278 0.84 1.22 0.63
H -3.47432 2.47772 -0.98267 1.12 -0.61 -0.50
H -0.43616 2.40789 0.40712 -1.49 -0.62 0.27
H -2.23287 2.75028 0.73103 0.66 -1.00 -0.68
H -1.56261 1.59422 2.69038 0.07 -0.94 -1.28
H -2.40202 0.24733 1.78744 1.27 0.71 -0.36
H -0.22391 -0.59221 2.80981 0.23 0.94 -1.08
H 0.76767 0.82392 2.15842 -1.34 -0.92 -0.43
H -0.73171 -1.18125 0.21348 1.47 0.93 0.18
H 0.81477 -0.09969 -0.09263 -0.76 -1.46 0.71
H -0.13243 -3.30069 -0.15604 -0.07 0.10 1.56
H 0.64630 -4.13516 1.27010 -0.75 1.30 0.02
H -0.83308 -2.95458 1.54040 1.26 -0.47 -0.59
H 2.31779 -2.53279 -1.77042 0.30 0.29 0.81
O 3.77826 1.85178 -2.03387 -0.23 -0.03 0.07
Cl 2.34339 1.67874 -2.09591 0.24 0.06 -0.48
O 2.01756 0.68279 -3.09401 -0.02 0.11 0.17
O 1.71806 2.93690 -2.44540 -0.01 -0.12 0.12
O 1.85378 1.24271 -0.80058 0.17 0.38 0.01
```
Positions in Å, forces in eV/Å.

For the frontier orbital gap, the calculation gives 8.9206 eV. The total energy comes out at -1317.07712 Ha. The calculation puts the molecular weight at 260.650 g mol⁻¹. The HOMO energy is -5.8 eV. The charge is -1.

- The lowest molecular weight belongs to which entry?
  C4H13NO2

What did the third record say?
Computed, not measured: a cluster of 2 separate species, C7H15ClNO7 in total in a non-equilibrium geometry, with the ωB97M-V functional and the def2-TZVPD basis.

XYZ file:
```
31
Properties=species:S:1:pos:R:3:forces:R:3
C -2.73504 1.82478 -1.54652 -0.57 -1.01 -1.39
O -1.71933 1.21345 -0.73176 -1.38 1.48 0.58
C -1.48114 1.92995 0.49786 1.12 -0.48 1.14
C -1.47767 0.91541 1.76087 0.72 1.21 0.18
C -0.10534 0.11818 1.91853 -0.29 -0.79 -0.06
C 0.26660 -0.78704 0.62949 -1.34 1.10 0.92
N 1.04402 -1.98599 1.08737 0.15 0.16 -2.74
C 0.11612 -3.18001 0.96383 0.30 -0.34 -0.68
C 2.16047 -2.31319 0.20219 3.02 -3.18 1.12
O 3.00553 -3.14071 0.63926 -2.70 2.43 -1.46
O 2.34412 -1.81884 -1.10352 -1.53 0.03 1.66
H -2.29318 2.36685 -2.46145 -0.48 -0.48 1.57
H -3.35362 0.95924 -1.99278 0.84 1.22 0.63
H -3.47432 2.47772 -0.98267 1.12 -0.61 -0.50
H -0.43616 2.40789 0.40712 -1.49 -0.62 0.27
H -2.23287 2.75028 0.73103 0.66 -1.00 -0.68
H -1.56261 1.59422 2.69038 0.07 -0.94 -1.28
H -2.40202 0.24733 1.78744 1.27 0.71 -0.36
H -0.22391 -0.59221 2.80981 0.23 0.94 -1.08
H 0.76767 0.82392 2.15842 -1.34 -0.92 -0.43
H -0.73171 -1.18125 0.21348 1.47 0.93 0.18
H 0.81477 -0.09969 -0.09263 -0.76 -1.46 0.71
H -0.13243 -3.30069 -0.15604 -0.07 0.10 1.56
H 0.64630 -4.13516 1.27010 -0.75 1.30 0.02
H -0.83308 -2.95458 1.54040 1.26 -0.47 -0.59
H 2.31779 -2.53279 -1.77042 0.30 0.29 0.81
O 3.77826 1.85178 -2.03387 -0.23 -0.03 0.07
Cl 2.34339 1.67874 -2.09591 0.24 0.06 -0.48
O 2.01756 0.68279 -3.09401 -0.02 0.11 0.17
O 1.71806 2.93690 -2.44540 -0.01 -0.12 0.12
O 1.85378 1.24271 -0.80058 0.17 0.38 0.01
```
Positions in Å, forces in eV/Å.

For the frontier orbital gap, the calculation gives 8.9206 eV. The total energy comes out at -1317.07712 Ha. The calculation puts the molecular weight at 260.650 g mol⁻¹. The HOMO energy is -5.8 eV. The charge is -1.